Here is C49H67BN11O2P2Rb as an isolated structure in a non-equilibrium geometry from OMol25. Energies are from the ωB97M-V functional and the def2-TZVPD basis.

```
133
Properties=species:S:1:pos:R:3:forces:R:3
Rb 0.164990 -0.239053 0.237661 -0.2 -0.2 0.0
C 0.786845 -3.726661 5.165049 0.0 0.0 0.0
C 0.827125 -2.446991 4.580919 0.0 0.0 0.0
N 1.132386 -2.515315 3.295156 0.0 0.1 0.0
N 1.288127 -3.820597 3.018356 0.1 -0.1 0.0
C 1.091462 -4.573136 4.119469 -0.1 0.0 0.0
B 1.671198 -4.330728 1.611639 -0.1 0.2 0.0
N 0.419505 -4.521115 0.715815 0.1 -0.1 0.0
C 0.128624 -5.647746 0.035937 0.0 0.0 -0.1
C -1.049772 -5.449291 -0.651429 0.0 0.0 0.0
C -1.408424 -4.133463 -0.312204 0.0 -0.1 0.0
N -0.522822 -3.586506 0.508526 -0.1 0.1 0.0
N 2.671097 -3.354989 0.970772 0.1 -0.1 0.0
C 4.003496 -3.338008 1.173258 0.0 0.0 0.0
C 4.515073 -2.211341 0.564223 0.0 0.0 0.0
C 3.383521 -1.585849 0.009028 0.2 -0.1 -0.1
N 2.288394 -2.283932 0.260679 -0.1 0.1 -0.1
H 0.566734 -3.992168 6.185866 0.0 0.0 0.0
H 0.619261 -1.491284 5.037578 0.0 0.0 0.0
H 1.176967 -5.646893 4.078650 0.0 0.0 0.0
H 2.190572 -5.420117 1.736578 0.0 0.0 0.0
H 0.780527 -6.503703 0.082466 0.0 0.0 0.0
H -1.564582 -6.141780 -1.296068 0.0 0.0 0.0
H -2.263599 -3.564525 -0.646374 0.0 0.0 0.0
H 4.486485 -4.120629 1.735865 0.0 0.0 0.0
H 5.542947 -1.890230 0.526281 0.0 0.0 0.0
H 3.310056 -0.674807 -0.567652 -0.1 0.0 0.0
N -3.082339 0.322484 0.686026 0.1 -0.1 -0.3
C -3.789255 -0.658441 -0.097987 -0.1 0.1 0.1
C -5.346834 -0.537552 -0.105609 0.0 -0.1 0.0
C -6.052763 -1.626582 0.707108 0.1 0.0 0.0
C -5.761438 -3.068486 0.244594 0.0 0.1 0.0
N -5.541881 -3.172166 -1.182573 0.1 0.0 -0.1
C -6.520772 -3.235866 -1.994362 0.1 0.0 0.1
N -6.287458 -3.359265 -3.352242 0.0 -0.1 -0.1
N -7.863044 -3.184066 -1.654888 0.0 0.0 0.0
C -3.289905 -0.597666 -1.541302 -0.1 0.1 0.2
O -3.503627 -1.696322 -2.278456 -0.1 -0.2 0.0
O -2.796613 0.386108 -2.017535 0.1 0.0 0.0
H -3.403459 0.374640 1.642467 0.2 0.0 0.1
H -3.054207 1.238294 0.256069 -0.1 0.0 -0.1
H -3.534865 -1.638954 0.319779 0.1 -0.1 -0.1
H -5.732010 -0.532676 -1.129282 0.0 0.0 0.0
H -5.598991 0.430224 0.331172 0.0 0.0 -0.1
H -7.130404 -1.436487 0.679290 0.0 0.0 0.0
H -5.740208 -1.547156 1.752348 -0.1 0.0 0.0
H -6.574485 -3.726096 0.586577 0.1 0.0 0.1
H -4.856716 -3.431252 0.732720 0.0 0.0 0.0
H -4.039133 -2.355232 -1.765141 -0.1 0.1 -0.1
H -5.327952 -3.159790 -3.599206 0.0 0.0 0.0
H -6.948968 -2.885134 -3.946036 0.0 0.1 0.0
H -8.059799 -3.327571 -0.678023 0.0 0.0 0.0
H -8.488971 -3.679043 -2.269880 0.0 0.0 0.0
C 0.556374 6.955575 3.002020 0.0 0.0 0.0
C 1.601490 6.065987 3.207419 0.0 0.0 0.0
C 1.390688 4.694227 3.107621 0.0 -0.1 0.0
C 0.137188 4.168031 2.792450 -0.1 -0.1 0.0
C -0.894965 5.087169 2.582367 0.0 0.0 0.0
C -0.703151 6.457184 2.690255 0.0 0.0 0.0
P -0.433469 2.305393 2.632529 0.3 1.0 0.2
C 1.296864 1.665023 2.637355 0.0 0.1 0.0
C 1.864593 0.978164 3.704592 0.0 0.0 0.0
C 3.189441 0.566016 3.657930 0.0 0.0 0.0
C 3.969410 0.845961 2.545982 0.0 0.0 0.0
C 3.414315 1.528860 1.472091 0.0 0.0 0.0
C 2.087288 1.927942 1.516749 0.0 0.1 0.1
C -0.919890 2.240408 4.421149 -0.1 -0.4 0.0
C -0.893621 3.047356 5.524861 0.0 0.1 -0.1
C -1.403764 2.524764 6.745036 0.0 0.0 0.0
C -1.922521 1.257140 6.852036 0.0 0.0 0.0
C -1.962067 0.399290 5.719282 0.0 0.0 -0.1
C -2.461085 -0.924344 5.636314 0.0 0.0 0.0
C -2.372987 -1.598305 4.438611 0.0 0.0 0.0
C -1.783416 -1.031046 3.277279 -0.1 0.0 0.2
C -1.286552 0.256903 3.294279 0.0 -0.6 0.0
C -1.422966 0.920967 4.531872 0.0 0.2 -0.2
H 0.721905 8.024502 3.077192 0.0 0.0 0.0
H 2.590110 6.442950 3.448523 0.0 0.0 0.0
H 2.224319 4.021990 3.281109 0.0 0.0 0.0
H -1.877684 4.699661 2.322371 0.0 0.0 0.0
H -1.528944 7.140075 2.519621 0.0 0.0 0.0
H 1.263165 0.751421 4.576162 0.0 0.0 0.0
H 3.606702 0.004016 4.485084 0.0 0.0 0.0
H 4.995031 0.500688 2.498266 0.0 0.0 0.0
H 4.006134 1.728996 0.587127 0.0 0.0 0.0
H 1.655443 2.451089 0.667991 0.1 0.0 0.0
H -0.503878 4.058681 5.489960 0.0 0.0 0.0
H -1.376078 3.154231 7.629172 0.0 0.0 0.0
H -2.293355 0.906025 7.811026 0.0 0.0 0.0
H -2.898517 -1.402624 6.507523 0.0 0.0 0.0
H -2.744517 -2.618923 4.389370 0.0 0.0 0.0
H -1.720436 -1.653219 2.386228 0.0 -0.1 0.0
C 3.659770 -0.207555 -5.525688 0.0 0.0 0.0
C 3.286073 -0.165234 -4.043534 0.0 0.0 0.2
C 2.724658 -1.531626 -3.616483 0.0 0.0 0.0
C 4.573048 0.040231 -3.229090 0.0 0.0 0.0
P 2.021568 1.168175 -3.405655 0.2 0.2 -0.5
N 1.476251 0.875524 -2.019752 0.0 -0.1 0.3
C 2.965114 2.876889 -3.498793 -0.1 -0.1 0.2
C 1.884915 3.964092 -3.405813 0.0 0.0 0.0
C 3.771099 2.988521 -2.194234 0.0 0.0 0.0
C 3.867507 3.192098 -4.691655 0.0 0.0 0.0
C 0.641863 1.262793 -4.768359 0.0 -0.1 0.2
C 0.170675 -0.180814 -4.994297 0.0 0.0 0.0
C 0.966206 1.886034 -6.126062 0.0 0.0 0.0
C -0.551023 1.996958 -4.135487 0.0 0.0 0.0
H 4.475160 -0.929490 -5.668651 0.0 0.0 0.0
H 4.006668 0.755653 -5.898165 0.0 0.1 0.0
H 2.827866 -0.535674 -6.148830 0.0 0.0 0.0
H 3.539301 -2.254214 -3.495845 0.0 0.0 0.0
H 2.028141 -1.939589 -4.348431 0.0 0.0 0.0
H 2.207558 -1.440849 -2.659587 0.0 0.0 0.0
H 5.182292 -0.869814 -3.263259 0.0 0.0 0.0
H 4.335686 0.246055 -2.186066 0.0 0.0 0.0
H 5.181478 0.857687 -3.615362 0.0 0.1 0.0
H 1.159624 3.709991 -2.631315 0.0 0.0 0.0
H 1.358377 4.106877 -4.348622 0.0 0.0 0.0
H 2.348159 4.921581 -3.139904 0.0 0.0 0.0
H 3.220211 2.483029 -1.396878 0.0 0.0 0.0
H 3.900232 4.040715 -1.916046 0.0 0.0 0.0
H 4.763052 2.544423 -2.274903 0.0 0.0 0.0
H 3.345417 3.104841 -5.643947 0.0 0.0 -0.1
H 4.746663 2.549806 -4.726267 0.0 0.0 0.0
H 4.227714 4.226608 -4.606604 0.0 0.0 0.0
H 0.872737 -0.756009 -5.597230 0.0 0.0 0.0
H -0.789202 -0.172342 -5.523946 0.0 0.0 0.0
H 0.024474 -0.686863 -4.038744 0.0 0.0 0.0
H 1.810933 1.404353 -6.616707 0.1 0.0 0.0
H 1.178163 2.952230 -6.051242 0.0 0.0 0.0
H 0.094840 1.776657 -6.786195 0.0 0.0 0.0
H -0.616273 1.749628 -3.074902 0.0 0.0 0.0
H -1.483888 1.676665 -4.612658 0.0 0.0 0.0
H -0.479802 3.078645 -4.243268 0.0 0.0 0.0
```
Positions in Å, forces in eV/Å.

Kohn-Sham gap	4.8359	eV
charge	-2
energy above the lowest of the compared OMol25 structures with the same formula, charge and spin	11.53	kcal/mol
highest occupied orbital energy	-0.059	Ha

Atom charges from the Löwdin analysis, given in e for atoms 1 to 6: atom 1 (Rb): 0.5922, atom 2 (C): -0.0918, atom 3 (C): -0.1824, atom 4 (N): 0.1061, atom 5 (N): -0.0460, atom 6 (C): -0.1200